Below is a structure of composition C22H24BrNO5PtS at a distorted geometry, with properties calculated with the ωB97M-V functional and the def2-TZVPD basis.

Calculated values
Molar mass, g/mol: 689.5
Max |F|, eV/Å: 1.193
HOMO, Ha: -0.50979
Gap between HOMO and LUMO, eV: 6.234

```
! RIJCOSX wB97M-V def2-TZVPD def2/J DEFGRID3
* xyz 2 1
Pt -1.3403 0.7891 0.4089
C 0.8422 3.7185 -0.3183
O -0.5283 3.3349 -0.2181
C -1.2660 4.1356 0.6911
C -1.2757 3.5461 2.0835
O -1.8523 2.2233 1.9798
C -2.3982 1.6138 3.1655
C -3.4329 0.6234 2.6720
O -2.8477 -0.3073 1.7468
C -2.2951 -1.4827 2.3759
H 0.9194 4.7468 -0.6752
H 1.3106 3.0601 -1.0464
H 1.3621 3.6324 0.6396
H -2.2903 4.1764 0.3184
H -0.8700 5.1536 0.7273
H -1.9185 4.1472 2.7282
H -0.2808 3.4815 2.5297
H -2.8877 2.3748 3.7746
H -1.5968 1.1510 3.7473
H -4.2079 1.1519 2.1189
H -3.8889 0.0867 3.5049
H -3.1026 -2.0370 2.8517
H -1.5379 -1.2114 3.1137
H -1.8507 -2.0837 1.5880
S -0.4490 -0.7170 -3.6537
C -2.0895 -0.5351 -3.2937
C -2.4064 -0.3560 -1.9617
C -1.2738 -0.2443 -1.1605
C -0.0849 -0.8159 -1.8101
C 1.5913 0.2345 -0.3631
C 2.9733 0.3970 -0.2406
C 3.4719 0.9335 0.9182
C 2.5881 1.2844 1.9449
C 1.2522 1.1073 1.7373
N 0.7426 0.5944 0.5861
H -2.8026 -0.6389 -4.1034
H -3.4152 -0.1961 -1.6073
H 3.6073 0.0778 -1.0558
H 4.5386 1.0644 1.0412
H 2.9413 1.6838 2.8844
H 0.5271 1.3607 2.4972
Br 4.3807 -2.8872 -4.5215
C 3.0651 -3.5525 -3.3487
C 3.1477 -4.8562 -2.8786
C 2.1759 -5.3327 -2.0099
C 1.1270 -4.5193 -1.6204
C 1.0482 -3.2091 -2.0986
C 2.0306 -2.7237 -2.9621
C -0.1368 -2.4426 -1.6545
O -1.1099 -2.9170 -1.1448
O 1.2044 -0.3811 -1.4971
H 3.9666 -5.4900 -3.1903
H 2.2376 -6.3472 -1.6408
H 0.3586 -4.8889 -0.9561
H 2.0264 -1.7123 -3.3438
*
```